1.
A structure of composition C51H86ClN4OSiTi in a non-equilibrium geometry. Source: the Open Molecules 2025 dataset; level of theory: ωB97M-V/def2-TZVPD.

Output
LUMO (alpha / beta)	1.98 / 1.98	eV
largest force on an atom	2.72	eV/A
HOMO-LUMO gap (alpha / beta)	0.200 / 0.230	Ha
E	-3888.33193	hartree
total charge	-1
E_HOMO (alpha / beta)	-3.5 / -4.3	eV
spin multiplicity	3
⟨S²⟩	2.006

Each line ends with the Mulliken spin population.
Element x y z (Å)
Ti (0.39, -0.20, 1.04)  1.360
C (1.91, -1.92, 0.62)  0.158
C (3.13, -1.39, 1.18)  -0.081
C (3.78, -0.68, 0.13)  -0.033
C (3.01, -0.88, -1.04)  0.056
C (1.93, -1.72, -0.80)  -0.072
C (1.52, -2.81, -1.79)  0.025
C (0.05, -3.22, -1.73)  0.018
C (2.37, -4.04, -1.41)  -0.002
C (1.90, -2.48, -3.24)  -0.001
C (5.15, -0.01, -0.03)  0.006
C (5.58, 0.99, 1.06)  0.002
C (6.23, -1.11, -0.14)  0.002
C (5.21, 0.80, -1.34)  0.005
C (3.67, -2.11, 2.42)  0.023
C (4.68, -1.34, 3.27)  0.008
C (2.55, -2.55, 3.37)  0.019
C (4.35, -3.41, 1.92)  0.006
H (1.41, -2.80, 1.03)  0.015
H (3.27, -0.51, -2.02)  -0.006
H (-0.26, -3.37, -0.70)  0.011
H (-0.10, -4.16, -2.26)  0.000
H (-0.57, -2.47, -2.20)  -0.002
H (2.04, -4.47, -0.47)  0.001
H (3.41, -3.76, -1.30)  0.001
H (2.29, -4.80, -2.19)  -0.001
H (1.48, -1.55, -3.59)  0.000
H (1.55, -3.27, -3.89)  0.000
H (2.99, -2.42, -3.33)  0.002
H (6.66, 1.16, 0.99)  0.000
H (5.08, 1.94, 0.92)  -0.002
H (5.36, 0.63, 2.05)  0.001
H (6.43, -1.56, 0.83)  0.000
H (7.16, -0.69, -0.52)  0.000
H (5.90, -1.89, -0.82)  -0.001
H (4.36, 1.48, -1.41)  -0.002
H (5.23, 0.16, -2.22)  0.000
H (6.12, 1.40, -1.36)  0.000
H (4.29, -0.37, 3.54)  0.000
H (5.63, -1.23, 2.75)  0.000
H (4.88, -1.90, 4.19)  0.000
H (2.01, -1.69, 3.74)  0.009
H (2.99, -3.09, 4.21)  0.001
H (1.84, -3.22, 2.89)  -0.002
H (5.13, -3.19, 1.20)  0.000
H (3.62, -4.05, 1.43)  0.000
H (4.79, -3.95, 2.76)  0.000
C (-3.84, -2.05, -5.70)  0.000
C (-2.80, -1.36, -4.80)  -0.001
C (-3.01, -1.88, -3.39)  0.001
C (-1.41, -1.78, -5.29)  0.000
C (-2.91, 0.20, -4.89)  -0.001
O (-2.65, 0.58, -6.25)  0.000
C (-4.31, 0.81, -4.59)  -0.001
C (-4.85, 0.95, -3.16)  0.003
C (-5.68, -0.17, -2.60)  0.000
C (-6.56, -0.93, -3.36)  0.000
C (-7.29, -1.97, -2.79)  0.000
C (-7.15, -2.23, -1.44)  0.000
Cl (-8.02, -3.56, -0.74)  0.000
C (-6.33, -1.45, -0.64)  -0.001
C (-5.61, -0.41, -1.23)  -0.001
C (-1.76, 1.00, -4.18)  0.002
N (-1.44, 0.81, -2.80)  0.004
C (-0.28, 0.35, -2.21)  0.075
N (-0.35, 0.53, -0.88)  -0.025
C (-1.56, 1.10, -0.71)  0.017
N (-2.23, 1.31, -1.82)  -0.009
H (-3.68, -3.12, -5.66)  0.000
H (-3.75, -1.75, -6.75)  0.000
H (-4.85, -1.86, -5.35)  0.000
H (-2.76, -2.94, -3.36)  0.000
H (-4.03, -1.76, -3.06)  0.000
H (-2.36, -1.37, -2.69)  0.004
H (-1.37, -2.86, -5.42)  0.000
H (-0.65, -1.50, -4.57)  0.000
H (-1.18, -1.31, -6.25)  0.000
H (-3.38, 0.26, -6.79)  0.000
H (-5.04, 0.26, -5.20)  0.000
H (-4.25, 1.82, -5.01)  0.000
H (-5.48, 1.85, -3.14)  0.000
H (-4.02, 1.14, -2.48)  -0.002
H (-6.69, -0.72, -4.41)  0.000
H (-7.95, -2.57, -3.39)  0.000
H (-6.23, -1.65, 0.41)  0.000
H (-4.98, 0.21, -0.60)  0.001
H (-2.02, 2.05, -4.33)  0.000
H (-0.86, 0.79, -4.77)  0.003
H (0.59, 0.06, -2.76)  0.009
H (-1.98, 1.33, 0.25)  0.026
C (1.93, 3.72, 4.57)  -0.001
C (1.94, 2.47, 3.69)  -0.038
C (3.31, 2.35, 3.02)  0.001
C (1.87, 1.28, 4.63)  0.002
Si (0.51, 2.26, 2.24)  0.202
C (-1.18, 3.00, 3.12)  0.001
C (-2.40, 2.68, 2.26)  -0.009
C (-1.45, 2.30, 4.45)  0.001
C (-1.20, 4.52, 3.38)  0.004
C (1.03, 3.66, 0.82)  0.009
C (1.65, 4.97, 1.33)  0.000
C (-0.16, 4.06, -0.05)  -0.001
C (2.05, 3.01, -0.12)  0.025
H (2.82, 3.72, 5.21)  0.001
H (1.06, 3.72, 5.22)  -0.001
H (1.94, 4.64, 3.99)  0.000
H (4.09, 2.19, 3.77)  0.001
H (3.58, 3.25, 2.47)  0.000
H (3.30, 1.51, 2.34)  0.024
H (2.67, 1.34, 5.39)  -0.001
H (2.03, 0.36, 4.06)  0.010
H (0.93, 1.22, 5.16)  0.004
H (-2.54, 1.60, 2.20)  0.005
H (-2.33, 3.10, 1.27)  -0.001
H (-3.30, 3.10, 2.73)  0.000
H (-1.44, 1.22, 4.32)  -0.002
H (-2.44, 2.58, 4.83)  0.001
H (-0.72, 2.58, 5.22)  0.000
H (-1.20, 5.08, 2.45)  -0.001
H (-0.34, 4.83, 3.97)  0.000
H (-2.10, 4.79, 3.93)  0.000
H (0.94, 5.52, 1.95)  0.000
H (1.92, 5.62, 0.49)  0.000
H (2.55, 4.79, 1.90)  0.000
H (-0.94, 4.56, 0.52)  -0.001
H (-0.59, 3.18, -0.53)  0.003
H (0.16, 4.75, -0.84)  0.001
H (3.01, 2.89, 0.37)  -0.002
H (2.20, 3.63, -1.01)  0.000
H (1.71, 2.02, -0.44)  0.016
C (-2.46, -1.61, -0.09)  0.015
C (-2.35, -1.47, 1.40)  0.086
C (-3.38, -1.70, 2.27)  -0.001
C (-2.84, -1.60, 3.56)  -0.001
C (-1.50, -1.31, 3.40)  0.030
C (-0.53, -1.26, 4.53)  -0.011
N (-1.17, -1.21, 2.06)  -0.069
H (-2.93, -2.56, -0.34)  -0.001
H (-1.47, -1.58, -0.53)  0.048
H (-3.08, -0.83, -0.51)  0.002
H (-4.41, -1.92, 2.03)  0.002
H (-3.36, -1.71, 4.49)  0.001
H (-1.03, -0.87, 5.42)  0.002
H (0.31, -0.63, 4.29)  0.015
H (-0.17, -2.26, 4.78)  0.002



2.
A cluster of 14 separate species, C51H87F5O24 in total in a non-equilibrium geometry. Source: the Open Molecules 2025 dataset; level of theory: ωB97M-V/def2-TZVPD.

Output
LUMO	0.23	eV
largest force on an atom	5.04	eV/A
HOMO-LUMO gap	0.355	Ha
E	-4300.38341	hartree
total charge	0
energy above the lowest of the compared OMol25 structures with the same formula, charge and spin	20.3	kcal per mole
E_HOMO	-9.4	eV
spin multiplicity	1

Each line ends with the Mulliken charge.
Element x y z (Å)
C (-2.92, 1.50, -4.22)  -0.400
C (-2.19, 1.40, -2.87)  0.975
O (-1.62, 0.09, -2.85)  0.458
C (-2.10, -0.60, -3.86)  0.121
O (-1.91, -1.79, -4.02)  -0.573
O (-2.89, 0.10, -4.61)  -0.447
F (-3.10, 1.54, -1.85)  -0.173
H (-2.30, 2.05, -4.93)  0.041
H (-3.97, 1.81, -4.21)  0.415
H (-1.42, 2.16, -2.74)  -0.588
C (-2.10, 1.56, 5.07)  -0.143
C (-0.74, 1.21, 4.68)  1.073
O (-0.93, 0.13, 3.89)  0.040
C (-2.08, -0.49, 4.24)  0.491
O (-2.44, -1.61, 3.89)  -0.515
O (-2.81, 0.31, 5.03)  -0.365
F (-0.21, 0.93, 5.83)  -0.318
H (-2.47, 2.34, 4.40)  -0.089
H (-2.15, 1.98, 6.07)  0.391
H (-0.19, 2.04, 4.24)  -0.507
C (2.32, 3.56, -2.16)  1.026
C (2.79, 3.70, -0.74)  1.734
O (3.22, 4.99, -0.65)  -0.386
C (3.55, 5.45, -1.87)  0.484
O (4.23, 6.40, -2.12)  -0.612
O (3.10, 4.57, -2.74)  -0.536
F (3.84, 2.83, -0.65)  -0.398
H (1.26, 3.79, -2.25)  -0.458
H (2.49, 2.55, -2.53)  -0.341
H (2.04, 3.38, -0.02)  -0.524
C (1.44, 6.08, 3.41)  -0.457
C (1.82, 5.12, 2.31)  0.332
O (0.90, 4.07, 2.52)  -0.170
C (-0.19, 4.56, 3.07)  0.645
O (-1.28, 4.07, 3.06)  -0.487
O (0.05, 5.82, 3.36)  -0.370
F (3.04, 4.67, 2.45)  -0.371
H (1.74, 7.09, 3.14)  0.310
H (1.76, 5.81, 4.42)  0.364
H (1.79, 5.52, 1.30)  0.270
C (3.54, -4.66, 0.21)  0.071
C (2.97, -4.16, 1.57)  0.743
O (3.62, -2.92, 1.69)  -0.332
C (4.14, -2.55, 0.53)  0.645
O (4.80, -1.56, 0.31)  -0.597
O (3.99, -3.53, -0.37)  -0.317
F (3.31, -4.94, 2.59)  -0.342
H (2.69, -5.07, -0.35)  -0.401
H (4.30, -5.44, 0.25)  0.304
H (1.89, -4.04, 1.49)  0.136
C (-2.12, -4.82, 3.82)  -0.251
C (-1.84, -6.29, 3.86)  -0.925
C (-0.79, -6.52, 2.79)  -0.481
O (-0.31, -5.24, 2.48)  -0.188
C (-0.82, -4.22, 3.32)  0.504
H (-2.41, -4.33, 4.75)  0.474
H (-2.79, -4.61, 2.98)  0.002
H (-2.75, -6.87, 3.70)  0.392
H (-1.47, -6.41, 4.88)  0.317
H (-1.30, -6.96, 1.93)  0.343
H (-0.04, -7.20, 3.20)  0.253
H (-0.80, -3.29, 2.76)  -0.256
H (-0.13, -4.23, 4.17)  -0.094
C (-4.04, -3.84, -1.27)  -0.997
C (-3.19, -2.67, -0.76)  1.806
C (-4.12, -2.21, 0.33)  -0.258
O (-5.48, -2.31, -0.18)  -0.488
C (-5.52, -3.46, -1.09)  -0.504
H (-3.79, -4.78, -0.76)  0.237
H (-3.74, -4.01, -2.30)  0.410
H (-3.12, -1.90, -1.54)  -0.908
H (-2.17, -2.93, -0.48)  -0.287
H (-3.89, -1.27, 0.82)  0.171
H (-4.06, -2.90, 1.18)  0.063
H (-5.93, -3.10, -2.03)  0.321
H (-5.99, -4.37, -0.72)  0.314
C (0.71, -5.16, -2.81)  -0.877
C (-0.09, -6.29, -2.12)  -0.832
C (-0.16, -5.69, -0.72)  0.132
O (0.49, -4.41, -0.70)  0.224
C (0.51, -3.84, -2.02)  -0.080
H (0.61, -5.09, -3.90)  0.485
H (1.69, -5.60, -2.68)  0.282
H (0.43, -7.25, -2.11)  0.308
H (-1.09, -6.37, -2.54)  0.319
H (0.24, -6.32, 0.07)  0.187
H (-1.21, -5.62, -0.44)  -0.096
H (1.39, -3.21, -2.16)  -0.037
H (-0.41, -3.32, -2.28)  0.195
C (-2.08, 5.83, 0.13)  -0.922
C (-0.89, 6.80, 0.18)  -0.066
C (-0.17, 6.55, -1.15)  -0.687
O (-0.39, 5.13, -1.33)  -0.352
C (-1.48, 4.57, -0.56)  0.955
H (-2.89, 6.23, -0.47)  0.501
H (-2.53, 5.63, 1.11)  0.330
H (-0.15, 6.54, 0.94)  -0.437
H (-1.23, 7.82, 0.36)  0.501
H (0.85, 6.89, -1.29)  0.331
H (-0.75, 7.00, -1.96)  0.351
H (-1.15, 3.81, 0.14)  -0.568
H (-2.30, 4.15, -1.13)  -0.025
C (2.49, -1.09, 6.26)  -0.500
C (2.32, -2.01, 5.04)  0.820
C (3.34, -3.07, 5.26)  -0.318
O (3.45, -3.20, 6.68)  -0.474
C (3.41, -1.88, 7.24)  -0.522
H (1.54, -0.88, 6.74)  0.156
H (3.00, -0.15, 6.05)  0.293
H (2.43, -1.47, 4.10)  -0.193
H (1.31, -2.41, 5.12)  -0.221
H (4.35, -2.95, 4.87)  0.262
H (2.97, -4.05, 4.97)  0.150
H (4.37, -1.36, 7.29)  0.265
H (3.02, -1.86, 8.26)  0.332
C (-5.95, 1.49, 0.55)  -0.554
C (-4.64, 2.13, 0.77)  0.936
C (-4.75, 2.56, 2.20)  -0.094
O (-6.13, 3.01, 2.34)  -0.533
C (-6.95, 2.14, 1.54)  -0.603
H (-5.90, 0.42, 0.75)  0.071
H (-6.31, 1.49, -0.48)  0.454
H (-4.51, 3.03, 0.18)  -0.008
H (-3.76, 1.49, 0.63)  -0.434
H (-3.97, 3.27, 2.47)  0.077
H (-4.66, 1.67, 2.83)  0.172
H (-7.64, 2.80, 1.01)  0.255
H (-7.60, 1.51, 2.14)  0.305
C (5.08, -0.04, -3.42)  -0.606
C (5.28, 0.81, -4.65)  -0.099
C (5.24, -0.30, -5.72)  -0.549
O (4.15, -1.08, -5.35)  -0.481
C (4.02, -1.05, -3.90)  0.487
H (4.79, 0.49, -2.51)  0.278
H (5.96, -0.67, -3.30)  0.384
H (6.22, 1.36, -4.62)  0.395
H (4.46, 1.53, -4.65)  -0.082
H (6.06, -1.02, -5.75)  0.353
H (5.03, 0.04, -6.74)  0.272
H (4.23, -2.07, -3.56)  0.254
H (3.00, -0.79, -3.65)  -0.515
C (1.70, 3.12, -6.33)  -0.667
C (1.63, 1.59, -6.30)  0.421
C (0.53, 1.25, -5.26)  -0.256
O (0.16, 2.50, -4.73)  -0.140
C (0.37, 3.57, -5.68)  -0.730
H (1.97, 3.56, -7.30)  0.475
H (2.52, 3.57, -5.77)  0.137
H (2.58, 1.22, -5.92)  -0.729
H (1.52, 1.09, -7.27)  0.498
H (0.87, 0.59, -4.46)  -0.183
H (-0.33, 0.82, -5.76)  0.396
H (0.43, 4.59, -5.31)  0.413
H (-0.47, 3.59, -6.38)  0.378
C (0.49, -0.85, -0.45)  2.334
C (0.37, -0.33, 0.94)  -0.662
C (0.10, 1.16, 0.67)  0.524
O (0.86, 1.44, -0.52)  -0.048
C (1.39, 0.22, -1.08)  0.914
H (-0.53, -0.96, -0.81)  -1.111
H (0.95, -1.82, -0.26)  -0.847
H (1.26, -0.40, 1.56)  -0.020
H (-0.46, -0.75, 1.50)  0.452
H (0.48, 1.65, 1.56)  -0.186
H (-0.92, 1.45, 0.41)  -0.635
H (2.41, 0.14, -0.70)  0.373
H (1.39, 0.30, -2.16)  -1.231



The highest E belongs to which entry? C51H86ClN4OSiTi